Here is C37H32CuN5O2PS as an isolated structure at a distorted geometry from the OMol25 dataset. Energies are from ωB97M-V/def2-TZVPD.

Last column: Mulliken spin population.
Atoms and positions in Å:
H -0.8362 5.0008 -1.6420  0.000
H 1.9074 -5.8364 -6.2662  0.000
C -1.7993 2.1287 2.4073  0.010
C 2.5315 -4.0386 -7.2590  0.010
C -0.1845 -0.2688 4.2152  0.039
C -0.4093 2.0134 2.4691  -0.005
C -0.8159 0.5085 5.1813  0.009
H -3.4908 3.4444 2.3763  0.000
H -2.1118 5.5005 2.5276  0.000
C -1.1314 -0.0411 6.4224  -0.002
C 0.1187 -1.6018 4.5082  0.006
H 4.4086 1.4362 5.1900  0.000
N -0.6974 -2.0680 0.1287  -0.029
H 0.3579 5.3201 2.5507  0.000
H 6.1976 1.1112 0.8054  0.000
H -2.1329 4.7626 -0.6824  0.000
H 1.9551 -0.8994 -6.0996  0.000
C 2.5373 -2.6507 -7.2077  -0.006
H -1.3211 -4.7075 0.0919  0.000
C -2.5926 2.1625 -1.5643  -0.002
H -2.4170 1.2378 2.3423  -0.006
H -1.1966 3.0372 -2.8572  0.001
C -2.4104 3.3739 2.4242  0.001
C -0.8178 -1.3626 6.7065  0.005
N 0.8074 -1.9956 -4.0322  0.049
C -0.1875 -2.1444 5.7454  -0.003
H 1.0027 -1.0051 -3.9308  -0.019
H 2.9971 -4.5582 -8.0875  0.001
C -1.5257 -2.8061 1.0572  0.018
H 0.6082 -2.2144 3.7574  0.003
H -1.0614 -1.7838 7.6746  0.000
C -0.2523 4.4258 2.5158  -0.001
S 0.2112 -0.1440 -1.8512  0.179
C 2.6298 0.9399 4.0651  -0.006
H -2.7680 3.8386 -2.8559  0.000
H 5.2600 0.5584 -1.4080  0.000
C 0.3601 3.1754 2.5026  0.006
H -1.6203 0.5749 7.1684  0.000
C -2.0043 3.3998 -2.2202  0.000
H 0.0549 -3.1794 5.9581  0.000
O -3.4915 1.5247 -2.0343  0.000
H 0.8510 -4.6443 -4.3616  0.003
C -2.5306 -4.8405 1.8659  0.004
C 1.9522 -1.9848 -6.1415  0.012
C 2.9144 0.6463 1.6692  -0.022
H -1.0521 1.5460 4.9868  0.002
H -1.3567 2.5261 -0.1966  0.000
N -1.4154 4.2913 -1.2178  0.000
Cu 0.5071 -0.4198 0.3121  0.414
C 5.1394 0.9006 0.6853  -0.010
C 1.9196 -4.7524 -6.2356  -0.004
C -0.0539 -1.8740 -1.9948  -0.055
C -2.8600 -2.7883 3.0621  0.007
P 0.3280 0.3261 2.5566  0.024
H -3.6787 -4.6726 3.6781  0.000
H 2.8693 0.0410 -1.6642  0.008
H -2.7087 -5.9037 1.7544  0.000
C 2.0977 0.6698 2.8320  0.034
H -3.2855 -2.2340 3.8905  0.000
N 0.2236 -2.6094 -3.0386  0.076
C 4.2990 0.9341 1.8234  0.019
H -1.9811 -1.0483 2.1767  0.008
C -3.0782 -4.1499 2.9449  -0.006
H 5.8769 1.4332 3.2103  0.000
C 1.3288 -4.0984 -5.1640  0.011
C 4.8165 1.2229 3.1102  0.004
C 2.3704 0.3034 0.3842  0.264
C -1.7585 -4.1793 0.9272  -0.004
H 1.9996 0.9386 4.9457  0.000
N -0.6770 -2.5975 -0.9881  0.001
C 4.6172 0.5928 -0.5339  0.011
C 1.3560 -2.7088 -5.1145  -0.012
O -2.0051 1.8291 -0.4088  0.004
C -1.6362 4.5267 2.4929  0.003
C -2.0940 -2.1200 2.1164  -0.011
C 3.2370 0.2935 -0.6788  -0.041
C 4.0062 1.2230 4.2075  0.001
H 3.0016 -2.0796 -8.0041  0.000
H 1.4411 3.1061 2.5240  0.001

Values from the calculation:
Gap between HOMO and LUMO (spin up / spin down) ... 6.497 / 6.395 eV
LUMO level (spin up / spin down) ... -0.436 / -0.812 eV
Max |F| ... 1.13 eV Å⁻¹
Total charge ... 0
Multiplicity ... 2
⟨S²⟩ ... 0.770